Molecular formula: C3H6NO2
Method: DFT, wB97M-V/def2-TZVPD

Lowest unoccupied orbital energy (eV): 4.03
HOMO level (eV): -4.271
Spin multiplicity: 1
Total charge: -1
Frontier orbital gap (eV): 8.30

Structure (XYZ):
```
12
C3H6NO2, DFT wB97M-V/def2-TZVPD
O 1.22 0.17 -2.68
O -0.10 1.18 -1.09
N -0.12 0.71 1.69
C -0.54 -0.61 2.05
C -1.20 -1.61 1.37
C 0.65 0.23 -1.57
H -1.34 -2.62 1.86
H -0.22 0.88 0.64
H 0.71 1.12 2.08
H 0.73 -0.49 -0.66
H -1.30 -1.79 0.31
H -0.22 -0.88 3.08
```

***

Molecular formula: C3H6NO2
Method: DFT, wB97M-V/def2-TZVPD

Lowest unoccupied orbital energy (eV): 4.13
HOMO level (eV): -4.318
Spin multiplicity: 1
Total charge: -1
Frontier orbital gap (eV): 8.45

Structure (XYZ):
```
12
C3H6NO2, DFT wB97M-V/def2-TZVPD
O 2.27 2.49 -0.12
O 0.51 1.58 -1.42
N -0.73 -0.99 -0.81
C -0.48 -0.68 0.50
C -1.10 -1.10 1.67
C 1.74 1.65 -0.91
H -1.64 -1.42 -0.96
H -2.04 -1.72 1.62
H 2.45 1.00 -1.51
H 0.34 0.04 0.69
H -0.50 -0.14 -1.32
H -0.81 -0.72 2.57
```

***

Molecular formula: C3H6NO2
Method: DFT, wB97M-V/def2-TZVPD

Lowest unoccupied orbital energy (eV): 4.03
HOMO level (eV): -4.010
Spin multiplicity: 1
Total charge: -1
Frontier orbital gap (eV): 8.04

Structure (XYZ):
```
12
C3H6NO2, DFT wB97M-V/def2-TZVPD
O 1.11 3.20 0.31
O -0.06 1.21 -0.29
N -0.66 -1.11 -0.21
C 0.17 2.49 0.04
C -0.70 -2.39 0.12
C 0.23 -3.30 0.07
H 1.13 -3.09 -0.47
H -0.20 -0.84 -1.08
H -0.80 3.02 0.37
H -0.63 -0.23 0.38
H -1.65 -2.85 0.00
H 0.10 -4.21 0.71
```

***

Molecular formula: C3H6NO2
Method: DFT, wB97M-V/def2-TZVPD

Lowest unoccupied orbital energy (eV): 3.85
HOMO level (eV): -3.963
Spin multiplicity: 1
Total charge: -1
Frontier orbital gap (eV): 7.81

Structure (XYZ):
```
12
C3H6NO2, DFT wB97M-V/def2-TZVPD
O -0.33 -1.01 1.79
O -1.78 -1.32 3.49
N 0.29 1.36 -1.73
C -0.65 -1.24 2.98
C 0.17 1.43 -0.47
C 0.43 0.04 -2.35
H 1.46 -0.28 -2.56
H -0.56 2.06 0.05
H 0.89 0.93 0.19
H -0.06 -0.73 -1.75
H 0.23 -1.31 3.68
H -0.09 0.07 -3.31
```

***

Molecular formula: C3H6NO2
Method: DFT, wB97M-V/def2-TZVPD

Lowest unoccupied orbital energy (eV): 3.95
HOMO level (eV): -2.747
SMILES: O=CNCC[O-]
Spin multiplicity: 1
Total charge: -1
Frontier orbital gap (eV): 6.69

Structure (XYZ):
```
12
C3H6NO2, DFT wB97M-V/def2-TZVPD
O -0.47 -1.44 2.61
O -0.05 1.07 -2.66
N -0.12 0.08 0.91
C 0.51 0.34 -0.39
C -0.49 0.46 -1.59
C 0.24 -0.86 1.81
H 1.09 1.27 -0.29
H -1.10 0.27 1.09
H -1.39 0.97 -1.12
H 1.33 -1.07 1.90
H 1.23 -0.46 -0.56
H -0.79 -0.63 -1.71
```

***

Molecular formula: C3H6NO2
Method: DFT, wB97M-V/def2-TZVPD

Lowest unoccupied orbital energy (eV): 3.82
HOMO level (eV): -3.955
Spin multiplicity: 1
Total charge: -1
Frontier orbital gap (eV): 7.78

Structure (XYZ):
```
12
C3H6NO2, DFT wB97M-V/def2-TZVPD
O -2.06 -1.64 3.29
O -0.37 -0.54 2.22
N 0.88 1.26 -1.69
C 0.77 1.14 -0.43
C 0.18 0.30 -2.51
C -0.89 -1.25 3.11
H 0.17 0.42 0.13
H -0.67 0.79 -2.99
H -0.15 -0.55 -1.93
H 1.53 1.68 0.14
H -0.18 -1.51 3.97
H 0.81 -0.08 -3.31
```

***

Molecular formula: C3H6NO2
Method: DFT, wB97M-V/def2-TZVPD

<S²>: 2.007
Lowest unoccupied orbital energy (alpha / beta) (eV): 4.24 / 3.69
HOMO level (alpha / beta) (eV): 0.207 / -3.680
Spin multiplicity: 3
Total charge: -1
Frontier orbital gap (alpha / beta) (eV): 4.04 / 7.37

Structure (XYZ):
```
12
C3H6NO2, DFT wB97M-V/def2-TZVPD
O 2.96 -0.59 0.40
O 1.92 1.31 0.08
N 1.93 0.06 0.06
C -0.53 0.05 -0.60
C 0.73 -0.64 -0.38
C -1.55 0.17 0.53
H -1.19 -0.42 -1.30
H -1.16 0.93 1.25
H -0.08 1.00 -0.93
H 0.98 -1.66 -0.38
H -2.51 0.65 0.32
H -1.52 -0.85 0.95
```

***

Molecular formula: C3H6NO2S
Method: DFT, wB97M-V/def2-TZVPD

Lowest unoccupied orbital energy (eV): 3.43
HOMO level (eV): -3.714
Spin multiplicity: 1
Total charge: -1
Frontier orbital gap (eV): 7.14

Structure (XYZ):
```
13
C3H6NO2S, DFT wB97M-V/def2-TZVPD
S 0.85 -2.52 -1.30
O 0.26 -0.03 2.33
O -0.97 -1.60 1.28
N -0.73 0.29 0.21
C -0.35 1.67 0.03
C -0.43 -0.32 1.33
C 1.00 -0.93 -1.33
H 0.48 -0.22 -2.04
H -1.15 2.33 -0.12
H 0.33 2.10 0.79
H 1.57 -0.35 -0.68
H -0.92 -2.08 0.46
H 0.06 1.67 -0.97
```

***

Molecular formula: C3H6NO2S
Method: DFT, wB97M-V/def2-TZVPD

Lowest unoccupied orbital energy (eV): 4.08
HOMO level (eV): -3.038
Spin multiplicity: 1
Total charge: -1
Frontier orbital gap (eV): 7.12

Structure (XYZ):
```
13
C3H6NO2S, DFT wB97M-V/def2-TZVPD
S 0.15 1.45 0.10
O -0.91 2.05 -0.72
O 1.93 0.45 1.07
N 2.80 0.13 0.19
C 2.24 0.00 -0.94
C 0.75 0.07 -0.96
C -1.06 0.48 1.22
H -0.74 0.56 2.25
H 2.82 -0.12 -1.84
H 0.31 -0.88 -0.35
H -1.02 -0.58 0.87
H 0.25 0.05 -1.98
H -2.03 0.94 1.14
```

***

Molecular formula: C3H6NO2S
Method: DFT, wB97M-V/def2-TZVPD

Lowest unoccupied orbital energy (eV): -4.08
HOMO level (eV): -13.036
SMILES: O/C=[NH+]/CC(O)=S
Spin multiplicity: 1
Total charge: +1
Frontier orbital gap (eV): 8.95

Structure (XYZ):
```
13
C3H6NO2S, DFT wB97M-V/def2-TZVPD
S 2.66 1.09 -0.22
O -2.63 0.97 0.51
O 1.93 -1.21 0.87
N -0.52 0.59 -0.20
C 0.50 -0.31 -0.79
C -1.70 0.19 0.14
C 1.79 -0.24 0.00
H -1.86 -0.89 -0.01
H -0.06 -1.23 -0.64
H -0.13 1.63 -0.03
H 2.79 -1.41 1.36
H 0.78 0.26 -1.68
H -3.56 0.57 0.70
```